Molecular formula: C34H34N3O3RuS2Si2
Method: DFT, ωB97M-V/def2-TZVPD

Element x y z (Å)
Ru 0.06 0.05 -0.19
S 1.54 0.17 1.70
S 2.56 2.94 1.53
Si -0.41 -1.81 1.28
Si -1.47 -1.32 -1.49
O 3.41 3.17 -1.89
O 1.56 -0.92 -1.26
O -0.75 1.00 -1.85
N 2.15 1.29 -1.38
N -0.98 1.38 1.26
N 0.03 2.35 1.11
C 4.21 -1.42 -2.81
C 4.18 0.97 -2.54
C 6.01 -0.03 -3.66
C 5.38 1.12 -3.19
C -3.15 -0.63 -2.02
C -2.06 1.62 0.56
C -2.83 -3.91 -1.29
C -3.26 -5.01 -0.57
C -0.21 5.38 1.74
C 2.34 0.00 -1.62
C -2.24 4.11 -2.85
C -2.02 -2.94 -0.70
C -1.41 2.12 -1.75
C 1.18 5.37 1.69
C 1.88 6.24 2.52
C -0.88 6.24 2.60
C 1.13 -2.88 1.53
C -1.48 2.96 -2.87
C 1.19 1.88 1.44
C -2.90 -5.15 0.77
C -0.17 7.09 3.43
C -2.97 4.48 -1.72
C 3.61 -0.27 -2.36
C 5.44 -1.29 -3.47
C -2.11 2.52 -0.59
C 1.22 7.10 3.39
C -2.08 -4.20 1.36
C -0.56 -1.68 -3.09
C -1.10 -1.34 2.99
C 3.23 1.97 -1.91
C -3.31 0.94 1.04
C 1.91 4.45 0.76
C -1.63 -3.10 0.63
C -2.91 3.66 -0.61
H -0.70 7.76 4.10
H -1.24 -2.19 -3.79
H -0.76 4.71 1.09
H 1.62 -3.06 0.57
H -3.47 3.92 0.28
H 2.80 4.93 0.34
H -1.79 -4.32 2.40
H 5.95 -2.17 -3.84
H -3.24 -6.01 1.34
H -0.25 -0.73 -3.55
H -2.27 4.74 -3.74
H -3.63 -1.42 -2.60
H -0.91 -2.17 3.68
H -2.17 -1.18 2.97
H 0.83 -3.85 1.94
H -3.89 -5.76 -1.03
H -3.82 -0.41 -1.19
H 5.82 2.10 -3.33
H 6.96 0.04 -4.17
H -0.92 2.67 -3.75
H -3.14 -3.81 -2.33
H 1.87 -2.44 2.20
H -3.57 5.38 -1.71
H 2.97 6.25 2.49
H 1.29 4.13 -0.08
H -4.11 1.02 0.31
H -3.63 1.42 1.96
H -3.12 -0.10 1.27
H -1.96 6.23 2.62
H 1.78 7.77 4.02
H -3.07 0.26 -2.65
H 0.32 -2.29 -2.94
H -0.62 -0.45 3.37
H 3.76 -2.39 -2.66

**E_tot**: -86435.0352 eV
**LUMO level**: 2.65 eV
**HOMO level**: -5.01 eV
**Net charge**: -1

Molecular formula: C3H7NO2
Method: DFT, ωB97M-V/def2-TZVPD

Element x y z (Å)
O 1.69 -0.05 -0.67
O -0.89 2.05 0.51
N 0.67 0.20 0.01
C -0.26 -2.01 -0.29
C -0.33 -0.62 0.20
C 0.42 1.68 0.30
H -1.37 2.07 -0.34
H 0.90 2.20 -0.52
H -0.40 -2.03 -1.38
H 0.96 1.87 1.23
H -1.13 -0.28 0.84
H -1.00 -2.65 0.20
H 0.73 -2.43 -0.10

**E_tot**: -8807.1151 eV
**SMILES**: C/C=[N+](\[O-])CO
**LUMO level**: 0.65 eV
**HOMO level**: -8.57 eV
**Net charge**: 0

Molecular formula: C30H50P4RuSe
Method: DFT, ωB97M-V/def2-TZVPD

Element x y z (Å)
Ru 0.14 -0.88 0.12
Se 2.72 3.01 -1.69
P 1.47 -1.91 -1.41
P 1.77 -1.20 1.68
P -0.98 -2.76 0.63
P -0.85 0.90 1.21
C -3.09 0.82 -4.96
C 1.09 2.90 1.64
C 3.00 -2.60 1.70
C 1.15 -1.25 3.40
C -0.97 3.29 2.81
C 0.55 3.02 -5.89
C -3.53 0.38 2.31
C -1.76 1.65 -0.14
C 1.86 2.86 -3.42
C -0.19 2.45 2.00
C 1.66 4.01 2.27
C 2.99 0.15 1.74
C -2.67 -0.04 -4.00
C -2.47 0.08 4.89
C -1.73 -3.48 -0.89
C 0.75 -1.57 -3.05
C -0.03 2.32 -4.83
C -1.65 0.46 3.84
C 1.83 -3.71 -1.44
C 0.58 2.29 -3.56
C 1.88 3.46 -5.78
C -4.36 0.04 3.39
C 0.93 4.76 3.20
C -0.40 4.41 3.44
C -3.82 -0.18 4.65
C -2.47 -2.67 1.73
C 2.56 3.29 -4.56
C 3.15 -1.21 -1.67
C -2.16 0.57 2.53
C -0.15 -4.22 1.45
H -0.31 -1.85 -3.07
H -2.95 -3.65 1.90
H 3.63 3.50 -4.48
H 0.92 -4.32 -1.44
H 2.45 -4.01 -0.58
H 0.08 -1.46 3.44
H -0.60 0.71 4.01
H 1.66 2.38 0.87
H 1.30 -2.15 -3.80
H -2.02 3.06 2.99
H -2.20 -2.66 -1.44
H 3.07 -0.19 -2.07
H 0.33 -3.89 2.38
H 2.34 1.67 -1.29
H -1.01 2.19 -0.74
H 2.57 1.02 2.25
H -3.18 1.90 -4.78
H -0.98 -3.94 -1.53
H -2.50 -4.24 -0.67
H 3.67 -1.85 -2.39
H -1.01 5.00 4.11
H -4.45 -0.50 5.47
H -0.87 -5.02 1.71
H 2.39 -3.92 -2.36
H 1.67 -2.01 4.00
H -3.43 0.51 -5.96
H 0.61 -4.65 0.80
H 3.64 -2.58 0.82
H 2.53 -3.58 1.78
H -2.52 2.34 0.24
H -5.42 -0.07 3.22
H 2.67 4.32 2.04
H -3.95 0.51 1.30
H 1.34 -0.28 3.88
H -2.27 0.28 -3.03
H 1.36 5.62 3.71
H 3.28 0.45 0.73
H 0.84 -0.50 -3.27
H -2.79 -1.12 -4.17
H 0.01 3.22 -6.82
H -2.20 -2.25 2.71
H -3.22 -2.00 1.28
H -0.96 1.79 -5.01
H 2.40 3.88 -6.64
H -2.21 0.84 -0.74
H 3.90 -0.16 2.27
H -2.03 0.00 5.87
H 0.17 1.82 -2.67
H 3.65 -2.47 2.58
H 3.75 -1.18 -0.75

**E_tot**: -136975.5964 eV
**LUMO level (spin up / spin down)**: -7.79 / -12.04 eV
**HOMO level (spin up / spin down)**: -15.21 / -16.28 eV
**Multiplicity**: 6
**Net charge**: +3

Molecular formula: C8H11IrNOS4
Method: DFT, ωB97M-V/def2-TZVPD

Element x y z (Å)
Ir 1.88 -0.39 0.60
S 1.98 -2.51 1.12
S 5.10 -1.57 1.15
S 3.86 -3.07 1.59
S 3.99 0.05 0.70
O 1.66 1.62 -0.21
N -0.24 -0.62 0.60
C -0.83 -0.99 1.75
C -1.02 -0.39 -0.49
C -0.26 1.64 -1.74
C -2.39 -0.54 -0.42
C 0.37 2.21 -0.49
C -0.35 0.11 -1.74
C -2.99 -0.93 0.76
C -2.20 -1.15 1.88
H -0.22 2.02 0.40
H 2.25 1.75 -0.97
H 0.29 1.97 -2.62
H 0.64 -0.34 -1.82
H -0.93 -0.22 -2.60
H -0.17 -1.15 2.59
H -4.07 -1.05 0.82
H -2.61 -1.44 2.83
H -2.98 -0.36 -1.31
H -1.26 2.07 -1.82
H 0.51 3.29 -0.57

**E_tot**: -58186.9082 eV
**LUMO level (spin up / spin down)**: -5.13 / -5.23 eV
**HOMO level (spin up / spin down)**: -11.45 / -11.48 eV
**Net charge**: +1

Molecular formula: C19H20Cl5InN2O10P2
Method: DFT, ωB97M-V/def2-TZVPD

Element x y z (Å)
In 0.59 -16.84 -4.24
Cl 5.84 -19.55 -3.62
Cl 5.66 -15.98 0.39
Cl 7.27 -18.11 -1.33
Cl 2.34 -15.97 0.05
Cl 3.01 -18.56 -4.63
P 0.69 -13.71 -4.26
P -1.98 -14.67 -4.66
O 1.64 -17.16 -2.52
O -3.11 -14.43 -5.66
O 0.33 -17.67 -6.27
O -0.69 -13.66 -5.07
O 1.61 -12.60 -5.00
O -1.39 -16.07 -4.59
O -2.31 -14.23 -3.16
O -0.79 -18.29 -3.34
O 1.46 -14.97 -4.75
O 0.52 -13.43 -2.81
N -2.29 -16.74 -8.42
N -1.47 -17.75 -7.79
C -0.69 -21.25 -9.87
C 4.89 -16.87 -0.84
C -0.43 -15.74 -7.59
C -2.05 -14.30 -8.85
C 3.71 -18.00 -3.18
C -1.25 -17.02 -1.31
C -0.30 -19.86 -7.97
C 5.03 -18.30 -2.81
C 5.67 -17.64 -1.71
C -1.56 -15.57 -8.33
C -1.76 -20.46 -10.22
C -1.83 -17.91 -2.35
C 3.50 -16.72 -1.06
C -2.15 -19.36 -9.49
C -0.41 -17.08 -7.15
C -1.37 -19.01 -8.37
C -3.77 -16.70 -8.22
C 2.92 -17.29 -2.24
C 0.00 -21.00 -8.66
H -2.05 -16.60 -0.71
H -2.39 -20.78 -11.07
H -2.78 -14.42 -9.70
H -4.08 -17.67 -7.86
H 0.27 -19.52 -7.10
H -0.52 -17.53 -0.72
H -4.02 -15.92 -7.50
H -4.18 -16.45 -9.22
H 0.67 -21.78 -8.30
H -0.22 -18.90 -2.79
H -1.17 -13.78 -9.17
H -3.04 -18.79 -9.79
H -2.22 -18.87 -1.99
H -1.53 -13.82 -2.81
H -2.62 -17.45 -2.90
H 0.27 -15.03 -7.24
H -2.56 -13.66 -8.06
H -0.77 -16.15 -1.76
H 1.38 -11.69 -4.79
H -0.49 -22.06 -10.54

**E_tot**: -129854.1312 eV
**LUMO level**: -0.34 eV
**HOMO level**: -8.48 eV
**Net charge**: 0

Molecular formula: FHN2O
Method: DFT, ωB97M-V/def2-TZVPD

Element x y z (Å)
F 0.65 -1.15 -1.13
O -0.73 0.70 1.52
N 0.04 -0.02 -0.36
N -0.32 -0.36 0.82
H 0.37 0.83 -0.85

**E_tot**: -7756.0438 eV
**SMILES**: O=NNF
**LUMO level**: -0.39 eV
**HOMO level**: -10.70 eV
**Net charge**: 0

Among the records above, which one has the lowest net charge? C34H34N3O3RuS2Si2

Among the records above, which one has the highest E_tot? FHN2O